(1)
{"formula": "C16H32N4O3", "method": "ωB97M-V/def2-TZVPD", "elements": ["C", "C", "C", "C", "C", "C", "C", "C", "N", "C", "O", "N", "C", "C", "N", "O", "C", "O", "N", "C", "C", "C", "C", "H", "H", "H", "H", "H", "H", "H", "H", "H", "H", "H", "H", "H", "H", "H", "H", "H", "H", "H", "H", "H", "H", "H", "H", "H", "H", "H", "H", "H", "H", "H", "H"], "coordinates": [[-4.4712, -3.2714, 0.1942], [-3.8253, -2.4675, -0.9289], [-3.0083, -1.2800, -0.4207], [-3.8625, -0.2184, 0.2743], [-3.1389, 1.1223, 0.3979], [-1.9332, 1.0525, 1.3316], [-1.2225, 2.3962, 1.4958], [-0.4987, 2.8555, 0.2228], [0.4679, 1.8945, -0.2517], [0.2236, 1.1515, -1.3812], [-0.8250, 1.0866, -1.9816], [1.3900, 0.5118, -1.7224], [1.4353, -0.5546, -2.6864], [2.3761, 0.6623, -0.6935], [2.4352, -0.4876, 0.1986], [1.1889, -1.0805, 0.4983], [3.5416, -1.3245, 0.1594], [4.6093, -0.9082, -0.2448], [3.3327, -2.5568, 0.6659], [4.3887, -3.5293, 0.7715], [1.8979, 1.9516, 0.0237], [2.2290, 1.9624, 1.5129], [2.5425, 3.1628, -0.6637], [-3.7169, -3.6123, 0.9008], [-5.1998, -2.6702, 0.7319], [-4.9821, -4.1437, -0.2081], [-3.1666, -3.1254, -1.5012], [-4.6013, -2.1074, -1.6081], [-2.4999, -0.8132, -1.2670], [-2.2421, -1.6497, 0.2642], [-4.7717, -0.0639, -0.3118], [-4.1611, -0.5645, 1.2668], [-2.8060, 1.4223, -0.5955], [-3.8372, 1.8762, 0.7712], [-1.2280, 0.3228, 0.9314], [-2.2593, 0.7020, 2.3149], [-1.9512, 3.1640, 1.7634], [-0.5025, 2.3256, 2.3142], [-0.0056, 3.8134, 0.4110], [-1.2280, 2.9930, -0.5793], [1.4299, -1.5356, -2.2016], [0.5493, -0.4619, -3.3117], [2.3348, -0.4597, -3.2964], [3.3915, 0.7561, -1.0938], [0.7221, -0.4573, 1.0792], [2.3949, -2.8185, 0.9248], [5.3038, -3.0539, 0.4223], [4.5179, -3.8470, 1.8082], [4.1774, -4.4039, 0.1526], [3.2925, 1.7788, 1.6411], [1.6824, 1.1977, 2.0583], [1.9861, 2.9308, 1.9426], [3.6188, 3.1417, -0.5175], [2.1554, 4.0905, -0.2494], [2.3291, 3.1421, -1.7297]], "forces_ev_per_angstrom": [[0.0155, 0.0756, -0.2560], [0.1747, -0.0340, 0.2287], [-0.3176, -0.0217, -0.1430], [0.2340, 0.0994, -0.1126], [-0.0268, -0.2233, 0.1642], [-0.1568, 0.3575, -0.0527], [0.1048, -0.1660, -0.1601], [-0.2608, 0.0308, 0.1709], [0.0207, -0.1220, 0.0936], [0.2660, -0.0038, 0.0461], [-0.4874, -0.0604, -0.2796], [0.1893, 0.1422, 0.0467], [-0.0464, -0.0046, -0.0158], [-0.0174, 0.0157, -0.0009], [-0.3789, 0.3191, 0.1281], [0.2497, -0.0403, -0.2584], [-0.3998, -0.2144, 0.4091], [0.3960, 0.1178, -0.2555], [-0.4021, -0.2873, 0.0976], [0.1997, -0.0342, -0.0354], [0.3641, 0.1533, 0.0050], [-0.0617, -0.0530, -0.3424], [-0.1635, -0.2050, 0.0852], [0.0582, -0.0560, 0.1217], [-0.0932, 0.0152, 0.1210], [-0.0760, -0.0972, 0.0543], [-0.0448, 0.0052, -0.0849], [0.0151, 0.0080, -0.0950], [0.1162, 0.0256, 0.0209], [0.1282, -0.0114, -0.0021], [-0.1025, -0.0511, 0.0193], [-0.1189, -0.0043, 0.0331], [-0.0385, 0.0937, -0.0429], [0.0065, 0.0797, 0.0052], [0.0632, -0.1208, 0.0434], [0.0311, -0.0860, 0.0030], [-0.0201, 0.0532, 0.0851], [0.0168, 0.0804, 0.0407], [-0.0092, -0.0075, -0.0821], [0.0896, 0.0871, 0.0390], [-0.0096, -0.0048, -0.0071], [0.0575, -0.0611, -0.0355], [-0.0395, -0.0529, -0.0362], [-0.2020, 0.0544, 0.1488], [0.3004, -0.0451, -0.0376], [0.0827, 0.1673, -0.0483], [-0.0071, -0.1196, 0.0409], [0.0448, -0.0133, -0.0509], [0.0650, 0.0175, 0.0251], [0.1107, 0.0122, 0.0773], [-0.0301, -0.0873, 0.0838], [-0.0359, 0.1091, 0.0733], [0.1500, 0.0454, 0.0153], [-0.0188, 0.1069, 0.0324], [0.0148, 0.0162, -0.1239]], "homo_lumo_gap_ev": 9.61, "homo_ev": -9.0238}



(2)
{"formula": "C26H78O19", "method": "ωB97M-V/def2-TZVPD", "elements": ["C", "C", "O", "O", "H", "H", "H", "H", "H", "H", "C", "C", "O", "O", "H", "H", "H", "H", "H", "H", "C", "C", "O", "O", "H", "H", "H", "H", "H", "H", "C", "C", "O", "O", "H", "H", "H", "H", "H", "H", "C", "C", "O", "O", "H", "H", "H", "H", "H", "H", "C", "C", "O", "O", "H", "H", "H", "H", "H", "H", "C", "C", "O", "H", "H", "H", "H", "H", "H", "C", "C", "O", "H", "H", "H", "H", "H", "H", "C", "C", "O", "H", "H", "H", "H", "H", "H", "C", "C", "O", "H", "H", "H", "H", "H", "H", "C", "C", "O", "H", "H", "H", "H", "H", "H", "C", "C", "O", "H", "H", "H", "H", "H", "H", "C", "C", "O", "H", "H", "H", "H", "H", "H"], "coordinates": [[3.7245, -0.3121, 1.1296], [2.5783, -1.2521, 1.2598], [1.7989, -0.9833, 2.3971], [3.4163, 0.9840, 0.5659], [4.4159, -0.7210, 0.4382], [4.3168, -0.1427, 2.0225], [2.8987, -2.3240, 1.1717], [1.9964, -0.9583, 0.3531], [0.9381, -1.4274, 2.3170], [3.4772, 1.7040, 1.1696], [2.9614, -2.6540, -3.3106], [2.9503, -3.8868, -2.4154], [2.2927, -3.7366, -1.1296], [3.6389, -1.5802, -2.7201], [1.9414, -2.3688, -3.5475], [3.4881, -2.9779, -4.2334], [4.0131, -4.0364, -2.2257], [2.4929, -4.7729, -2.9179], [1.5531, -3.0942, -1.2392], [2.9866, -1.0495, -2.2108], [2.7374, 4.1345, -1.8920], [1.7523, 4.3832, -0.7747], [0.4880, 4.9124, -1.3774], [2.0944, 3.4126, -2.9463], [3.6317, 3.6846, -1.4778], [3.0745, 5.0757, -2.3659], [2.1332, 5.1879, -0.1837], [1.6027, 3.4756, -0.2505], [0.5279, 4.3978, -2.2602], [1.8780, 2.5118, -2.5708], [0.9019, 0.9351, 4.8336], [-0.5270, 1.2766, 5.2535], [-1.5318, 0.5910, 4.4875], [1.0971, 1.4215, 3.5546], [1.0448, -0.2034, 4.8994], [1.6371, 1.4316, 5.4905], [-0.5321, 2.3738, 5.0535], [-0.7378, 1.1089, 6.3696], [-1.6594, 0.9989, 3.6177], [1.4169, 0.6087, 3.0424], [0.1811, 0.9196, -1.1834], [-0.3373, -0.2734, -1.9758], [0.3903, -1.4362, -1.6076], [1.5916, 1.1469, -1.6019], [0.1127, 0.6033, -0.1545], [-0.3366, 1.8830, -1.3350], [-0.2204, -0.1517, -3.0109], [-1.3978, -0.3526, -1.7833], [0.3241, -1.4561, -0.6410], [2.2122, 1.1268, -0.7539], [-7.8428, -1.1706, -2.9621], [-7.5509, -1.6716, -1.5677], [-7.9894, -0.8022, -0.5595], [-7.2253, 0.1040, -3.2111], [-8.9381, -1.0634, -3.0617], [-7.5380, -1.8379, -3.7185], [-6.4798, -1.9157, -1.4610], [-8.1237, -2.5788, -1.5656], [-7.2877, -0.1641, -0.4087], [-7.8084, 0.7605, -2.8951], [3.2822, 5.1106, 3.0919], [3.9423, 3.7477, 3.3329], [3.2723, 2.7565, 2.5873], [3.7861, 5.9353, 3.6230], [2.2417, 5.0928, 3.4848], [3.2460, 5.3302, 2.0378], [4.0040, 3.5584, 4.3700], [4.9502, 3.8653, 3.0530], [2.6015, 2.2790, 3.0810], [-2.7504, -2.5646, 2.7243], [-1.9252, -1.9718, 1.6160], [-0.5077, -2.2469, 1.6427], [-2.3892, -3.5535, 3.0018], [-3.7233, -2.8655, 2.3268], [-2.9309, -1.9649, 3.5649], [-2.0365, -0.9095, 1.5233], [-2.2331, -2.4337, 0.7095], [-0.3003, -3.1451, 1.8440], [-5.4924, 3.1872, 0.4127], [-5.0175, 1.9857, -0.3074], [-6.1334, 1.2348, -0.7623], [-5.9747, 3.8047, -0.3340], [-4.6383, 3.6629, 0.7729], [-6.1505, 2.9701, 1.2288], [-4.3923, 1.3551, 0.2996], [-4.3605, 2.1646, -1.1633], [-5.9350, 0.8278, -1.6243], [1.8704, -6.4569, 1.1967], [1.1941, -5.5390, 2.1646], [0.0729, -4.9340, 1.5080], [2.1483, -5.8243, 0.2960], [1.1826, -7.2215, 0.9095], [2.7821, -6.8855, 1.6598], [1.9367, -4.7808, 2.5299], [0.7993, -6.0636, 3.0340], [0.1934, -4.9282, 0.5015], [5.5006, 1.6493, -2.9810], [4.9953, 1.8971, -4.4146], [4.5258, 3.2379, -4.6418], [5.7124, 0.5971, -2.9369], [4.6441, 1.8507, -2.3757], [6.3322, 2.3304, -2.6360], [4.1598, 1.2103, -4.5439], [5.7219, 1.6170, -5.1237], [3.7326, 3.2878, -3.9976], [-1.8618, 4.3552, 1.7526], [-1.4524, 3.1057, 0.9681], [-1.1832, 2.0678, 1.8844], [-2.2298, 5.1457, 1.1487], [-1.1301, 4.5534, 2.4973], [-2.5919, 4.0127, 2.4463], [-0.6478, 3.3289, 0.3039], [-2.2856, 2.7390, 0.3725], [-0.2928, 2.2013, 2.2736], [-1.8544, -3.9922, -2.9957], [-0.9209, -5.0558, -2.3730], [-1.0444, -5.1579, -0.9476], [-1.4831, -3.6368, -3.9615], [-1.8040, -3.0647, -2.2996], [-2.9045, -4.2637, -3.1118], [0.1423, -4.8283, -2.5770], [-1.1602, -6.0220, -2.8476], [-1.8804, -5.5433, -0.7394]], "forces_ev_per_angstrom": [[1.0752, 1.2866, 0.2692], [-0.6546, 0.1910, -1.2353], [0.2205, 0.2877, 0.7582], [-0.9505, -1.6994, -1.5271], [0.6267, -0.7231, -0.8214], [-0.2249, -0.1275, 0.5560], [-0.2477, 0.9115, 0.1848], [0.0910, -0.7697, 0.3074], [-0.3746, -0.1306, -0.2100], [0.1671, 0.9931, 1.4885], [-0.4422, -0.8606, -0.1230], [-0.2580, -0.1510, 0.4429], [-0.3225, 0.7856, -0.7443], [-0.2761, 0.7840, 0.5542], [-0.2650, 0.0920, -0.3234], [-0.2624, 0.4484, 0.3783], [-0.0682, -0.5658, 0.3307], [0.5033, 0.6029, 0.0354], [0.7071, -0.6344, -0.0917], [0.5410, -0.4146, -0.4863], [-0.1875, 1.0631, -0.6190], [-1.1415, 1.8768, -2.0962], [1.6545, -2.2664, -0.9879], [0.3815, -0.8436, 0.4921], [0.2483, -0.6236, -0.0883], [-0.2983, -0.2748, 0.3470], [0.1644, 0.2357, 0.8643], [-0.4499, -0.8151, 0.8873], [-0.4221, 1.2811, 1.6107], [0.1868, 0.5153, -0.2870], [-0.4697, -1.8397, 2.0662], [-0.2601, 0.6943, 0.4920], [0.5706, 0.0900, 0.6246], [0.9692, -1.2303, -2.2568], [-0.0033, 1.5426, -0.2323], [-0.3710, -0.2962, 0.2162], [-0.6373, -0.4296, 0.3059], [0.3743, 0.0705, -1.6969], [0.3051, 0.2291, 0.1591], [-0.4556, 0.9471, 0.0925], [1.5922, 0.1713, -1.3609], [0.1344, 0.6879, 0.9816], [-0.2995, 0.0500, 0.4294], [0.1830, -0.5131, 2.6860], [0.1946, 0.3587, 0.7202], [-0.1546, -0.6587, -0.0024], [0.3255, 0.2654, -1.4911], [-0.5279, -0.3575, 0.2038], [-0.0347, -0.4305, 0.0808], [-1.2704, 0.0041, -1.8394], [-0.8459, 1.8320, 0.8148], [0.4303, -0.0565, -0.6747], [-0.3992, -0.4728, -0.1189], [1.0567, -1.3489, -0.6347], [0.2954, 0.0144, 0.0461], [0.6565, -0.9018, -0.8183], [-0.2313, 0.0299, 0.0037], [-0.2246, -0.8059, 0.7485], [0.1689, 0.4859, 0.1938], [-0.9849, 1.1818, 0.5927], [-0.7513, -0.0580, 1.1440], [-1.2277, 1.6081, -0.5584], [0.9673, -0.0832, -0.6139], [0.0422, -0.3687, -0.2335], [0.4989, 0.0086, -0.3503], [0.0221, 0.0992, -0.3811], [-0.3867, -0.6134, 1.3273], [1.3615, -0.4600, -0.9306], [-0.5565, 0.0742, 0.6183], [-0.4436, -1.5204, -0.9524], [0.8298, -0.8737, -0.0314], [0.0351, 2.4370, 0.2736], [0.5624, 0.0849, 0.3084], [-0.1997, 0.4928, -0.1683], [0.1511, 0.8839, 1.2339], [0.0318, 0.6128, 0.0816], [-0.6536, -0.2044, -1.0432], [-0.1475, -1.8634, 0.0531], [-0.4572, -0.1274, -1.2335], [0.3409, -1.2998, -0.6067], [-0.2006, -0.4404, -0.5993], [-0.3199, 0.4561, 0.1751], [1.3481, 1.2206, 0.7987], [-0.4308, -0.2768, 0.3521], [0.1882, -0.4366, 0.8248], [-0.1673, 0.7362, -0.0927], [-0.1893, 0.1992, 0.2429], [1.3319, 0.8918, -0.4127], [0.1716, 0.7469, -0.0775], [0.3056, 0.3840, -1.0290], [-0.0986, -0.9244, 0.8956], [-0.2953, -0.6976, -0.3383], [-0.4473, 0.0884, -0.4590], [-0.7073, -0.3026, -0.2615], [0.0005, -0.0161, 0.0526], [-0.2487, -0.1424, 1.8625], [0.3248, 1.2753, -0.9194], [-0.7928, 0.5780, 1.2618], [-1.1934, -0.7283, 1.6649], [0.4705, -0.4627, 0.4575], [-0.5021, -0.0071, 0.9130], [-0.6835, -0.9072, -0.5860], [-0.1747, -0.2174, -0.1551], [0.9864, 0.1336, -1.0603], [1.4300, 0.2484, -1.6547], [-0.0529, -1.9280, 0.0528], [-1.1095, 0.7183, 0.6113], [1.1198, -0.5332, 0.3283], [0.0355, 0.9494, -0.3202], [1.4097, 1.0482, -0.0129], [-1.5325, -0.2089, 0.2095], [0.7830, -0.0049, -0.4216], [-0.1275, 0.1015, -0.2033], [-0.5370, -0.2282, -0.0899], [0.8142, 1.8651, 1.5553], [-0.4532, -0.0284, -0.6477], [0.9252, 0.5257, -0.8645], [0.0023, -0.2611, 0.0320], [-0.1710, -1.4087, -1.1062], [0.1354, -0.3076, 0.1572], [-0.6106, -0.0037, 0.1798], [0.2924, 0.1008, 0.2407], [-0.8563, -0.3927, 0.3085]], "homo_lumo_gap_ev": 9.56, "homo_ev": -9.3496}



(3)
{"formula": "C5H12N", "method": "ωB97M-V/def2-TZVPD", "elements": ["C", "C", "N", "C", "C", "C", "H", "H", "H", "H", "H", "H", "H", "H", "H", "H", "H", "H"], "coordinates": [[1.5798, -0.9059, 0.9968], [0.8464, 0.1904, 0.1646], [1.6321, 0.9692, -0.5182], [-0.6657, 0.5137, -0.0514], [-1.0726, -0.1455, -1.4815], [-1.6564, -0.0173, 0.9693], [2.6348, -1.0719, 0.5908], [0.9134, -1.8625, 0.9931], [1.6342, -0.4441, 1.9745], [1.2635, 1.6270, -1.2656], [2.6636, 0.8460, -0.6091], [-0.6907, 1.5319, -0.1148], [-1.5911, 0.5808, -1.9742], [-1.6555, -1.0671, -1.4030], [-0.1164, -0.2254, -1.9955], [-1.5513, 0.5101, 1.9428], [-1.4551, -1.1576, 1.1213], [-2.7130, 0.1282, 0.6601]], "forces_ev_per_angstrom": [[-1.4123, -0.1976, -1.6720], [0.3997, -0.3246, -0.2041], [0.5215, 0.7502, -1.8560], [0.2296, -4.3866, -0.5078], [2.5526, -0.3440, 2.2799], [0.4040, -1.3023, 1.4069], [-1.6179, 0.0701, 0.5552], [1.4513, 1.6937, 0.2147], [0.0242, -0.3784, 0.5820], [0.3184, -0.8369, 1.6056], [-1.1868, -0.1270, 0.4762], [-0.2452, 2.8183, -0.3257], [-1.7499, 1.8096, -1.3976], [0.4634, 0.1579, 0.1126], [-0.3302, -0.7364, -0.5696], [-0.0297, -0.5282, -0.4677], [-0.5998, 2.0188, -0.1415], [0.8072, -0.1565, -0.0909]], "homo_lumo_gap_ev": 11.30, "homo_ev": -15.7780, "total_charge": 1}



(4)
{"formula": "C4H10O2", "method": "ωB97M-V/def2-TZVPD", "elements": ["C", "O", "C", "C", "C", "O", "H", "H", "H", "H", "H", "H", "H", "H", "H", "H"], "coordinates": [[0.2252, 0.4890, 1.3660], [-1.8912, -0.8840, 0.2527], [1.5600, 0.8814, 0.6299], [0.4353, 1.9506, 0.8526], [-0.2963, -1.7806, -1.8443], [1.8182, 0.5913, -0.5486], [-1.3855, -1.8195, -2.0454], [-0.5556, 0.0073, 0.7398], [0.2141, 0.3140, 2.4280], [2.2963, 1.1192, 1.4308], [0.4124, 2.8735, 1.4232], [-0.1929, 2.2368, 0.0063], [0.2014, -2.5188, -2.4803], [0.0994, -0.7990, -2.0853], [-0.2062, -2.0050, -0.7913], [-2.7347, -0.6562, 0.6660]], "forces_ev_per_angstrom": [[-1.7636, 4.2097, -0.6363], [0.7142, 0.6752, 0.4922], [2.5816, 0.0589, -0.3487], [-4.7783, -1.3673, 1.0033], [-0.7758, -0.3983, -0.7041], [0.0913, 0.1444, 0.7290], [0.6824, 0.1574, -0.0437], [-0.6698, -1.3225, -0.9551], [0.7988, 0.0451, 0.2714], [0.5954, -0.9428, -0.6901], [1.4305, -0.4057, 0.8935], [0.7253, -1.0466, -0.6081], [0.0264, 0.0148, 0.2214], [-0.0584, 0.0981, 0.1160], [0.3467, -0.0750, 0.0842], [0.0534, 0.1545, 0.1749]], "homo_lumo_gap_ev": 4.77, "homo_ev": -8.8864}